1.
ORCA calculation (the ωB97M-V functional and the def2-TZVPD basis) on 3 unconnected molecules or ions with the total composition C26H37BI2NO9P at a distorted geometry.

Last column: Mulliken charge in e.
Positions of all 77 atoms, in Å:
C (1.642, -3.528, 3.160)  -0.595
O (2.530, -3.236, 2.024)  -0.488
B (1.787, -2.961, 0.781)  0.623
O (1.292, -4.185, 0.054)  -0.468
P (1.349, -1.232, 0.061)  1.043
C (0.454, -0.986, -1.657)  -0.749
C (-0.570, 0.339, -1.637)  -0.535
C (0.228, 1.769, -1.793)  -0.548
C (0.598, 2.513, -0.381)  -0.249
C (0.837, 4.150, -0.630)  -0.120
O (1.771, 4.610, 0.427)  -0.448
C (1.266, 4.299, 1.774)  0.665
C (2.288, 3.828, 3.010)  -0.689
O (-0.040, 4.403, 2.147)  -0.552
C (3.057, -1.091, -0.746)  -0.907
I (3.491, -2.717, -2.218)  0.045
C (4.374, -0.961, 0.171)  -0.142
C (5.330, -2.324, 0.272)  -1.144
I (4.199, -0.196, 2.197)  0.044
N (-0.149, -1.333, 0.964)  0.537
C (-1.216, -2.211, 0.480)  -0.541
C (-0.479, -0.234, 1.888)  0.033
C (0.454, -0.035, 3.263)  -0.234
O (-1.519, 0.643, 1.809)  -0.610
H (1.902, -4.582, 3.601)  0.238
H (1.875, -2.739, 4.020)  0.199
H (0.521, -3.384, 2.853)  0.241
H (1.040, -4.865, 0.768)  0.276
H (1.590, 0.052, 0.723)  -0.700
H (1.231, -0.698, -2.518)  0.509
H (-0.070, -1.961, -2.040)  0.353
H (-1.208, 0.220, -2.640)  0.325
H (-1.348, 0.300, -0.765)  0.315
H (1.244, 1.539, -2.345)  0.219
H (-0.365, 2.517, -2.509)  0.240
H (-0.287, 2.446, 0.382)  0.222
H (1.626, 2.114, 0.021)  0.083
H (1.251, 4.332, -1.712)  0.411
H (-0.239, 4.629, -0.510)  0.073
H (3.329, 3.446, 2.598)  0.198
H (2.476, 4.734, 3.738)  0.328
H (1.832, 2.953, 3.657)  0.174
H (3.019, -0.114, -1.434)  0.407
H (5.094, -0.183, -0.386)  0.467
H (6.089, -2.415, -0.631)  0.344
H (6.021, -2.121, 1.225)  0.361
H (4.742, -3.300, 0.512)  0.288
H (-0.987, -2.987, -0.356)  -0.201
H (-1.655, -2.834, 1.399)  0.338
H (-2.142, -1.566, 0.091)  0.322
H (1.380, -0.750, 3.276)  -0.242
H (-0.248, -0.391, 4.156)  0.365
H (0.699, 1.096, 3.452)  -0.141
C (-1.601, -5.876, -1.270)  -0.157
C (-1.504, -7.183, -1.532)  -0.509
C (-2.692, -8.060, -1.507)  0.318
O (-2.603, -9.257, -1.744)  -0.553
C (-3.990, -7.436, -1.182)  -0.436
C (-4.087, -6.129, -0.920)  -0.404
C (-2.900, -5.253, -0.946)  0.450
O (-2.988, -4.056, -0.708)  -0.476
H (-0.740, -5.220, -1.284)  0.489
H (-0.559, -7.656, -1.772)  0.446
H (-4.851, -8.093, -1.169)  0.401
H (-5.032, -5.657, -0.680)  0.430
C (-3.231, 5.707, -1.261)  -0.127
C (-4.246, 6.500, -0.906)  -0.454
C (-4.243, 7.940, -1.229)  0.331
O (-5.172, 8.667, -0.902)  -0.555
C (-3.076, 8.470, -1.960)  -0.391
C (-2.060, 7.678, -2.316)  -0.406
C (-2.063, 6.237, -1.993)  0.476
O (-1.135, 5.511, -2.320)  -0.530
H (-3.217, 4.649, -1.032)  0.456
H (-5.110, 6.126, -0.369)  0.408
H (-3.090, 9.529, -2.190)  0.395
H (-1.196, 8.052, -2.853)  0.417

* LUMO energy: -1.8 eV
* Kohn-Sham gap: 7.045 eV
* max |F|: 8.7 eV/Å


2.
ORCA calculation (the ωB97M-V functional and the def2-TZVPD basis) on a molecular structure, C16H33FeN3OSi2.

Last column: natural (NBO) charge in e.
Positions of all 56 atoms, in Å:
Fe (0.119, 0.951, -0.952)  1.621
C (-1.774, 1.088, 2.246)  -1.116
Si (-1.443, -0.625, 1.550)  1.689
C (-2.924, -1.123, 0.497)  -1.130
C (-1.370, -1.830, 2.975)  -1.125
C (0.119, -0.605, 0.507)  -1.420
C (0.202, -1.581, -0.594)  0.251
C (-0.117, -2.944, -0.582)  -0.278
C (0.084, -3.681, -1.732)  -0.119
C (0.589, -3.066, -2.881)  -0.271
C (0.848, -1.713, -2.840)  0.063
N (0.636, -1.002, -1.728)  -0.598
Si (1.789, -0.440, 1.385)  1.707
C (1.911, 1.183, 2.307)  -1.134
C (3.190, -0.629, 0.152)  -1.125
C (2.025, -1.834, 2.611)  -1.128
H (-2.831, 1.206, 2.494)  0.249
H (-1.505, 1.878, 1.537)  0.199
H (-1.203, 1.277, 3.157)  0.252
H (-3.734, -1.427, 1.164)  0.260
H (-2.727, -1.970, -0.167)  0.240
H (-3.317, -0.293, -0.100)  0.207
H (-2.324, -1.849, 3.509)  0.248
H (-0.597, -1.561, 3.694)  0.240
H (-1.164, -2.846, 2.628)  0.237
H (-0.488, -3.405, 0.325)  0.235
H (-0.137, -4.741, -1.740)  0.234
H (0.777, -3.630, -3.784)  0.239
H (1.228, -1.169, -3.697)  0.214
H (1.613, 2.049, 1.708)  0.221
H (2.946, 1.336, 2.627)  0.250
H (1.296, 1.173, 3.210)  0.246
H (3.170, 0.058, -0.692)  0.221
H (3.201, -1.640, -0.264)  0.246
H (4.137, -0.482, 0.678)  0.251
H (1.365, -1.740, 3.473)  0.236
H (3.052, -1.844, 2.986)  0.249
H (1.835, -2.806, 2.146)  0.238
N (-1.701, 0.601, -2.299)  -0.895
C (-2.586, 1.765, -2.480)  -0.233
C (-2.508, 2.625, -1.233)  -0.231
N (-1.078, 2.834, -0.934)  -0.888
H (-1.397, 0.220, -3.188)  0.404
H (-2.189, -0.152, -1.822)  0.399
H (-3.619, 1.480, -2.684)  0.219
H (-2.227, 2.331, -3.341)  0.208
H (-2.957, 2.111, -0.383)  0.211
H (-3.048, 3.561, -1.379)  0.217
H (-0.949, 3.416, -0.112)  0.407
H (-0.644, 3.338, -1.704)  0.391
C (3.058, 2.872, -0.776)  -0.745
C (1.755, 2.237, -1.141)  0.276
O (1.517, 1.890, -2.304)  -0.601
H (3.807, 2.679, -1.546)  0.247
H (3.387, 2.515, 0.200)  0.253
H (2.901, 3.952, -0.686)  0.261

* total charge: +1
* multiplicity: 6
* ⟨S²⟩: 8.767
* LUMO energy (alpha / beta): -2.3 / -3.5 eV
* Kohn-Sham gap (alpha / beta): 8.396 / 7.869 eV
* max |F|: 0.9 eV/Å
* relative energy (zero: lowest compared OMol25 entry of this formula, charge and spin): 5.6 kJ/mol


3.
ORCA calculation (the ωB97M-V functional and the def2-TZVPD basis) on 2 unconnected molecules or ions with the total composition C4H8N2O at a distorted geometry.

Last column: natural (NBO) charge in e.
Positions of all 15 atoms, in Å:
C (-1.190, -0.393, 0.978)  -0.647
C (-0.448, 0.164, -0.210)  0.072
C (-0.694, 1.333, -0.896)  -0.101
N (-0.383, 1.188, -2.231)  -0.446
C (0.076, -0.030, -2.353)  0.163
N (0.115, -0.677, -1.160)  -0.532
H (-0.842, -1.361, 1.334)  0.212
H (-1.082, 0.341, 1.778)  0.229
H (-2.230, -0.470, 0.660)  0.230
H (-1.164, 2.239, -0.550)  0.206
H (0.326, -0.502, -3.287)  0.198
H (0.193, -1.618, -0.830)  0.414
H (2.709, -0.754, 2.003)  0.463
H (1.877, 0.454, 2.275)  0.466
O (2.737, 0.086, 2.488)  -0.927

* LUMO energy: 0.5 eV
* Kohn-Sham gap: 9.173 eV
* max |F|: 1.9 eV/Å
* relative energy (zero: lowest compared OMol25 entry of this formula, charge and spin): 140.2 kJ/mol


4.
ORCA calculation (the ωB97M-V functional and the def2-TZVPD basis) on a molecular structure, C15H50N16Na2O13S at a distorted geometry.

Last column: Mulliken charge in e.
Positions of all 97 atoms, in Å:
Na (35.122, 36.283, -12.392)  0.981
Na (26.505, 34.282, -18.413)  0.973
S (31.201, 35.628, -16.042)  1.111
O (30.784, 36.377, -14.833)  -0.781
O (30.549, 34.358, -16.137)  -0.729
O (30.708, 36.363, -17.211)  -0.795
O (32.654, 35.444, -16.090)  -0.769
C (34.328, 41.455, -20.593)  -1.502
C (33.006, 42.167, -20.866)  0.586
C (32.381, 42.177, -22.251)  -0.579
O (33.125, 43.051, -23.100)  -0.333
C (32.476, 43.079, -24.416)  -0.756
N (32.085, 41.726, -19.866)  -0.777
H (35.056, 42.029, -21.167)  0.374
H (34.516, 40.446, -20.961)  0.329
H (34.727, 41.504, -19.580)  0.385
H (33.215, 43.233, -20.776)  0.188
H (31.466, 42.716, -22.004)  0.316
H (32.124, 41.195, -22.650)  0.364
H (32.702, 44.091, -24.752)  0.279
H (31.390, 43.134, -24.336)  0.338
H (32.826, 42.298, -25.089)  0.259
H (32.437, 41.856, -18.928)  0.279
H (31.956, 40.725, -19.822)  0.251
C (29.132, 34.769, -7.844)  -1.523
C (29.586, 33.328, -7.817)  0.522
C (28.445, 32.495, -7.160)  -0.690
O (28.185, 32.651, -5.740)  -0.342
C (26.953, 32.091, -5.264)  -0.718
N (29.906, 32.994, -9.216)  -0.694
H (29.814, 35.420, -8.391)  0.434
H (29.234, 35.113, -6.815)  0.381
H (28.118, 35.048, -8.130)  0.360
H (30.536, 33.232, -7.291)  0.234
H (28.729, 31.448, -7.256)  0.347
H (27.603, 32.683, -7.826)  0.336
H (26.309, 31.587, -5.985)  0.327
H (26.352, 32.882, -4.817)  0.258
H (27.146, 31.401, -4.442)  0.256
H (29.416, 33.615, -9.844)  0.270
H (29.485, 32.118, -9.492)  0.243
C (39.444, 36.263, -16.481)  0.647
O (38.902, 36.856, -15.619)  -0.624
N (38.866, 35.895, -17.619)  -0.393
N (40.773, 36.138, -16.463)  -0.417
H (39.480, 35.420, -18.265)  0.166
H (37.869, 36.040, -17.693)  0.232
H (41.321, 36.698, -15.825)  0.230
H (41.182, 35.837, -17.336)  0.160
C (32.582, 41.595, -10.968)  0.685
O (33.251, 40.673, -10.509)  -0.704
N (31.550, 41.455, -11.687)  -0.343
N (32.711, 42.823, -10.655)  -0.366
H (31.273, 40.533, -11.992)  0.223
H (30.972, 42.273, -11.816)  0.142
H (32.007, 43.504, -10.903)  0.150
H (33.593, 43.203, -10.343)  0.214
C (28.592, 29.187, -20.143)  0.694
O (28.100, 30.153, -20.670)  -0.671
N (29.446, 29.230, -19.200)  -0.348
N (28.619, 27.965, -20.594)  -0.343
H (29.522, 30.106, -18.702)  0.197
H (29.906, 28.405, -18.841)  0.159
H (29.224, 27.321, -20.105)  0.130
H (28.126, 27.553, -21.374)  0.184
C (25.616, 38.193, -15.165)  0.624
O (24.404, 38.451, -15.293)  -0.704
N (26.523, 38.585, -16.024)  -0.406
N (26.091, 37.406, -14.272)  -0.377
H (27.443, 38.178, -16.115)  0.228
H (26.257, 39.399, -16.559)  0.202
H (27.098, 37.380, -14.192)  0.224
H (25.474, 36.742, -13.827)  0.211
C (33.098, 34.235, -22.502)  0.610
O (33.433, 33.843, -23.554)  -0.631
N (33.558, 33.890, -21.354)  -0.366
N (32.102, 35.114, -22.436)  -0.404
H (34.261, 33.165, -21.381)  0.207
H (33.325, 34.352, -20.487)  0.207
H (31.752, 35.543, -21.592)  0.176
H (31.758, 35.597, -23.254)  0.202
C (26.241, 29.303, -12.682)  0.626
O (27.260, 28.978, -12.087)  -0.626
N (25.045, 28.670, -12.654)  -0.387
N (26.362, 30.194, -13.674)  -0.372
H (25.060, 27.710, -12.340)  0.217
H (24.174, 28.961, -13.075)  0.180
H (27.248, 30.657, -13.815)  0.215
H (25.609, 30.598, -14.213)  0.148
C (35.046, 30.040, -14.971)  0.664
O (35.707, 28.986, -14.784)  -0.706
N (35.566, 31.174, -15.098)  -0.352
N (33.766, 30.214, -14.743)  -0.369
H (34.972, 31.944, -15.371)  0.190
H (36.571, 31.226, -15.178)  0.206
H (33.172, 29.424, -14.536)  0.194
H (33.307, 31.103, -14.887)  0.174

* LUMO energy: -2.4 eV
* Kohn-Sham gap: 2.632 eV
* max |F|: 7.8 eV/Å
* relative energy (zero: lowest compared OMol25 entry of this formula, charge and spin): 326.2 kJ/mol


5.
ORCA calculation (the ωB97M-V functional and the def2-TZVPD basis) on a molecular structure, C32H56IrN3OP2 at a distorted geometry.

Last column: Löwdin spin population.
Positions of all 95 atoms, in Å:
C (-0.964, -2.136, -1.341)  0.061
C (1.349, -1.708, -1.369)  0.131
C (-0.807, -3.193, -2.244)  0.278
C (1.553, -2.783, -2.269)  0.262
C (0.471, -3.532, -2.692)  0.428
H (-1.700, -3.730, -2.557)  0.008
H (2.565, -2.931, -2.641)  0.005
H (0.606, -4.371, -3.373)  0.014
N (0.106, -1.541, -0.802)  0.410
P (-2.404, -0.505, 0.461)  0.251
P (2.474, 0.515, 0.091)  0.407
C (-2.351, -1.595, -1.039)  0.030
H (-2.740, -1.015, -1.895)  0.001
H (-3.024, -2.450, -0.912)  0.003
C (-0.180, 1.914, 1.220)  0.029
O (-0.180, 2.934, 1.786)  0.012
C (2.373, -0.756, -1.160)  0.436
H (3.357, -1.109, -1.501)  0.018
C (3.665, 1.740, -0.924)  0.077
C (3.438, 0.278, 1.811)  0.082
C (-3.653, 0.862, 0.068)  0.042
C (-3.272, -1.791, 1.615)  0.041
C (2.927, 3.088, -0.809)  0.014
H (2.671, 3.338, 0.236)  0.002
H (3.577, 3.889, -1.201)  0.001
H (1.996, 3.079, -1.395)  0.002
C (5.134, 1.900, -0.488)  0.022
H (5.294, 2.265, 0.529)  0.001
H (5.711, 0.978, -0.640)  0.000
H (5.587, 2.655, -1.155)  0.006
C (3.793, 1.294, -2.383)  0.055
H (4.198, 2.119, -2.989)  0.003
H (4.485, 0.448, -2.480)  0.002
H (2.829, 0.999, -2.809)  0.026
C (3.586, 1.673, 2.446)  0.008
H (2.613, 2.176, 2.543)  0.001
H (3.998, 1.546, 3.457)  0.003
H (4.252, 2.344, 1.901)  0.000
C (2.619, -0.552, 2.793)  0.002
H (1.808, 0.042, 3.223)  0.000
H (2.209, -1.465, 2.342)  0.000
H (3.257, -0.859, 3.642)  0.002
C (4.769, -0.452, 1.645)  0.023
H (5.536, 0.138, 1.138)  0.000
H (5.156, -0.678, 2.651)  0.007
H (4.639, -1.407, 1.117)  0.002
C (-3.543, -1.143, 2.977)  0.002
H (-3.906, -1.929, 3.662)  0.000
H (-2.636, -0.705, 3.411)  0.000
H (-4.338, -0.383, 2.919)  0.000
C (-2.326, -2.991, 1.767)  0.001
H (-2.121, -3.473, 0.804)  0.000
H (-1.383, -2.712, 2.234)  0.000
H (-2.812, -3.735, 2.416)  0.000
C (-4.609, -2.384, 1.122)  0.015
H (-4.845, -3.228, 1.788)  0.003
H (-5.455, -1.697, 1.210)  0.000
H (-4.577, -2.778, 0.101)  0.001
C (-3.223, 1.632, -1.191)  0.006
H (-3.431, 1.061, -2.108)  0.000
H (-3.821, 2.556, -1.241)  0.000
H (-2.162, 1.909, -1.171)  0.004
C (-3.675, 1.817, 1.281)  0.003
H (-2.766, 2.431, 1.329)  0.000
H (-4.541, 2.486, 1.171)  0.000
H (-3.777, 1.286, 2.237)  0.000
C (-5.065, 0.333, -0.205)  0.019
H (-5.072, -0.500, -0.921)  0.001
H (-5.596, 0.058, 0.712)  0.000
H (-5.649, 1.147, -0.657)  0.005
Ir (-0.089, 0.300, 0.372)  0.785
N (0.153, 0.951, -1.421)  0.368
C (0.735, 0.982, -2.463)  0.401
C (0.306, 1.482, -3.889)  0.067
C (1.494, 1.538, -4.841)  0.007
C (-0.738, 0.514, -4.431)  0.013
C (-0.295, 2.886, -3.766)  0.009
H (2.235, 2.286, -4.526)  0.000
H (1.979, 0.559, -4.931)  0.001
H (1.148, 1.823, -5.846)  0.000
H (-1.567, 0.376, -3.722)  0.001
H (-1.168, 0.906, -5.364)  0.003
H (-0.275, -0.459, -4.640)  0.001
H (-0.557, 3.278, -4.760)  0.002
H (-1.218, 2.874, -3.169)  0.001
H (0.416, 3.590, -3.303)  0.001
C (-1.129, -1.864, 5.626)  0.000
C (0.086, -1.655, 4.713)  0.000
C (-0.262, -1.084, 3.432)  0.004
N (-0.357, -0.649, 2.352)  0.066
H (-1.646, -0.913, 5.793)  0.000
H (-0.831, -2.265, 6.597)  0.000
H (-1.833, -2.568, 5.169)  0.000
H (0.816, -0.986, 5.194)  0.000
H (0.603, -2.612, 4.529)  0.000

* total charge: +3
* multiplicity: 6
* ⟨S²⟩: 8.799
* LUMO energy (alpha / beta): -10.0 / -14.1 eV
* Kohn-Sham gap (alpha / beta): 4.092 / 3.737 eV
* max |F|: 6.2 eV/Å
* relative energy (zero: lowest compared OMol25 entry of this formula, charge and spin): 263.4 kJ/mol